The following is a DFT calculation (ωB97M-V with the def2-TZVPD basis set) of 10 unconnected molecules or ions with the total composition C20H60O19.

```
! wB97M-V def2-TZVPD RIJCOSX def2/J DEFGRID3
* xyz 0 1
C -0.02427 -32.83222 -10.88371
C -0.52259 -31.65855 -11.70886
O 0.50496 -31.19379 -12.57364
H 0.91305 -32.75780 -10.33024
H 0.13369 -33.63777 -11.60439
H -0.78597 -33.15214 -10.17121
H -0.76978 -30.78114 -11.09386
H -1.39016 -31.89404 -12.33265
H 0.13676 -30.58277 -13.23183
C 0.37067 -36.63703 -12.42424
C -0.33148 -36.87558 -11.06769
O 0.05843 -35.86489 -10.14256
O 1.75856 -36.38168 -12.35754
H -0.10633 -35.75749 -12.87241
H 0.23096 -37.62789 -12.87635
H -0.01204 -37.84846 -10.66557
H -1.37201 -37.09971 -11.30766
H 1.00405 -35.76432 -10.32528
H 2.10329 -36.68119 -13.20214
C 1.99707 -35.37407 -7.30155
C 2.20597 -34.04492 -7.92752
O 3.10842 -34.16051 -9.04150
O 3.18768 -35.87765 -6.73495
H 1.66217 -36.03403 -8.11705
H 1.22217 -35.39337 -6.53823
H 2.67600 -33.36207 -7.21179
H 1.29265 -33.57076 -8.29136
H 3.84784 -33.55366 -9.04744
H 3.93177 -35.63604 -7.29657
C 3.33562 -32.80626 -13.61817
C 3.69225 -33.05685 -12.16104
O 5.06781 -32.61908 -12.03948
O 4.26338 -33.53405 -14.43650
H 3.43838 -31.73960 -13.84807
H 2.28340 -32.97666 -13.84769
H 3.61870 -34.11372 -11.89861
H 3.00626 -32.52237 -11.49913
H 5.14451 -32.29201 -11.13947
H 5.10294 -33.33965 -13.99936
C -1.61667 -30.17077 -8.10729
C -2.47423 -31.45188 -8.10725
O -3.88494 -31.34847 -7.99202
O -2.10296 -29.31100 -9.14263
H -0.54355 -30.28484 -8.27224
H -1.82624 -29.69937 -7.14050
H -1.95607 -32.09611 -7.39542
H -2.42193 -31.99052 -9.05908
H -4.23751 -30.88878 -8.76049
H -1.71757 -28.46208 -8.90019
C -3.87864 -33.53541 -12.72562
C -4.19207 -33.67990 -11.21865
O -5.31029 -32.89205 -10.76802
O -3.73003 -32.19348 -13.22031
H -4.68220 -34.04738 -13.25811
H -2.90623 -33.97113 -12.95887
H -3.44183 -33.18053 -10.59436
H -4.19585 -34.74529 -10.98487
H -5.89413 -33.48458 -10.28220
H -4.40989 -32.03142 -13.87743
C -2.06157 -28.58275 -13.86076
C -1.11433 -28.96051 -14.98970
O 0.18120 -29.17273 -14.42193
O -1.62096 -27.41344 -13.19392
H -2.11881 -29.46478 -13.21336
H -3.08596 -28.45393 -14.22540
H -0.98785 -28.20002 -15.76529
H -1.48525 -29.85326 -15.49354
H 0.56595 -28.32246 -14.17273
H -2.35288 -27.01789 -12.71632
C 1.53017 -27.77576 -11.08563
C 2.44686 -28.96935 -10.87328
O 3.79595 -28.58836 -11.17415
O 1.47444 -27.36205 -12.44029
H 2.09346 -26.97477 -10.58706
H 0.56754 -27.82694 -10.57176
H 2.22092 -29.88866 -11.41336
H 2.39457 -29.15750 -9.79745
H 3.73844 -27.86581 -11.80925
H 1.25591 -26.43743 -12.56426
C 0.43294 -31.27394 -17.90995
C -0.60818 -32.01384 -18.73680
O -1.12036 -31.21382 -19.78630
O 0.72624 -32.02082 -16.76385
H -0.02454 -30.31695 -17.63653
H 1.26352 -31.03660 -18.57746
H -1.45762 -32.36676 -18.14151
H -0.15786 -32.95759 -19.07018
H -1.70159 -31.69829 -20.37312
H 0.61733 -31.55844 -15.93046
C -2.49879 -35.41548 -8.04374
C -3.12200 -36.74311 -8.40256
O -4.45673 -36.58473 -8.86722
O -1.12463 -35.55076 -7.71145
H -2.97869 -35.12644 -7.10725
H -2.73383 -34.66467 -8.80296
H -3.12794 -37.35448 -7.49235
H -2.48075 -37.32732 -9.07476
H -4.86277 -37.45375 -8.90887
H -0.66939 -35.64375 -8.57450
*
```

The energy is -60608.9070 eV. The calculation puts the energy above the lowest of the compared OMol25 structures with the same formula, charge and spin at 49.11 kcal/mol. The HOMO-LUMO gap is 9.754 eV. The calculation puts the HOMO energy at -9.486 eV. The SMILES is OCCO.OCCO.OCCO.OCCO.OCCO.OCCO.OCCO.OCCO.OCCO.CCO.

The following is a DFT calculation (ωB97M-V with the def2-TZVPD basis set) of 10 unconnected molecules or ions with the total composition C20H60O20.

```
! wB97M-V def2-TZVPD RIJCOSX def2/J DEFGRID3
* xyz 0 1
C -1.29915 0.35534 -0.36424
C -1.19915 -0.76666 -1.32824
O 0.11185 -1.24266 -1.19224
O -2.41615 1.23934 -0.44524
H -0.33415 0.95934 -0.22524
H -1.47215 -0.17766 0.56376
H -1.42315 -0.41066 -2.33524
H -1.91815 -1.55566 -1.10124
H 0.71385 -0.66366 -1.65624
H -3.04315 0.93934 0.22476
C -5.13515 1.02334 1.90176
C -4.67515 2.46834 1.93476
O -5.37515 3.29334 2.82976
O -4.17815 0.14234 1.36676
H -5.94315 0.92134 1.17776
H -5.66715 0.64134 2.78876
H -4.64415 2.84934 0.94476
H -3.62215 2.68134 2.43676
H -5.36715 4.21734 2.63376
H -3.77115 -0.46066 1.99076
C 1.20185 -5.19766 -1.78724
C 1.73085 -4.44066 -0.54224
O 0.77585 -3.68066 0.08976
O 2.25485 -5.86866 -2.32024
H 0.54985 -4.57566 -2.51224
H 0.70885 -6.05966 -1.30924
H 2.50285 -3.66666 -0.84824
H 2.18985 -5.09966 0.22576
H 0.16385 -3.20766 -0.55424
H 2.73285 -6.35566 -1.65724
C 2.66585 0.67934 -2.22524
C 3.09485 0.08834 -0.91024
O 4.50385 0.34234 -0.78524
O 1.29685 0.64834 -2.49424
H 3.18885 0.17734 -3.10624
H 3.01485 1.69134 -2.36424
H 2.96085 -1.04566 -0.82124
H 2.65185 0.60134 -0.12124
H 4.86885 0.10634 0.09376
H 1.18485 1.43634 -3.10124
C 3.38485 -2.70166 -3.37624
C 2.96385 -2.87566 -4.87724
O 4.27085 -2.87866 -5.47124
O 4.08485 -3.84766 -3.05224
H 2.55985 -2.50366 -2.74424
H 4.11285 -1.90466 -3.35624
H 2.25585 -2.19566 -5.26524
H 2.53285 -3.81566 -5.08124
H 4.81485 -3.60366 -5.10724
H 3.31385 -4.48466 -3.03424
C 3.11785 -1.83166 3.39676
C 2.96485 -1.80366 1.88676
O 1.80685 -1.15466 1.45776
O 4.25485 -2.57566 3.88176
H 2.26085 -2.37366 3.77776
H 3.16785 -0.89866 3.85976
H 3.06685 -2.82166 1.50076
H 3.86785 -1.32566 1.44876
H 1.54785 -1.34466 0.62976
H 5.03585 -2.21866 3.44176
C -0.64015 1.99434 3.73576
C 0.51085 1.05334 3.12976
O 1.33485 1.75434 2.18776
O -1.51215 1.27934 4.52876
H -1.29715 2.37934 2.98676
H -0.11615 2.85534 4.26476
H 0.05585 0.22934 2.60976
H 1.22285 0.47834 3.66176
H 2.02585 1.19734 1.77176
H -2.15715 1.89434 4.85776
C -3.50915 4.40534 -2.47124
C -2.68315 5.64734 -2.83424
O -3.60015 6.79034 -2.93124
O -2.63415 3.32234 -2.71024
H -4.40715 4.21434 -2.98324
H -3.65715 4.41434 -1.40524
H -2.13315 5.61234 -3.83424
H -1.81415 5.85034 -2.19824
H -4.21215 6.73734 -2.21124
H -2.77015 2.67334 -2.02524
C -1.77215 -2.52066 1.85776
C -1.38715 -3.79466 2.65076
O -0.75715 -4.81566 1.97376
O -2.39215 -1.54166 2.70476
H -2.29815 -2.76766 0.91576
H -0.87415 -1.92066 1.52076
H -2.20815 -4.12966 3.23476
H -0.55915 -3.43366 3.33376
H 0.11885 -4.55066 1.63876
H -2.01215 -1.66866 3.59376
C 0.20385 4.05934 -0.57724
C -0.72815 4.41334 0.57176
O -2.07015 4.02434 0.41076
O 1.45785 4.60134 -0.32424
H -0.03915 4.50734 -1.52224
H 0.38385 2.95334 -0.76424
H -0.81915 5.51234 0.53376
H -0.36815 3.81534 1.45376
H -2.13115 3.06234 0.20076
H 1.27385 5.54534 -0.54924
*
```

The energy is -62653.2029 eV. The calculation puts the energy above the lowest of the compared OMol25 structures with the same formula, charge and spin at 141.68 kcal/mol. The HOMO-LUMO gap is 9.820 eV. The calculation puts the HOMO energy at -9.611 eV. The SMILES is OCCO.OCCO.OCCO.OCCO.OCCO.OCCO.OCCO.OCCO.OCCO.OCCO.

The following is a DFT calculation (ωB97M-V with the def2-TZVPD basis set) of 10 unconnected molecules or ions with the total composition C20H60O20.

```
! wB97M-V def2-TZVPD RIJCOSX def2/J DEFGRID3
* xyz 0 1
C 3.07212 14.55587 15.39066
C 4.23339 14.21903 16.28520
O 5.27526 13.59370 15.51911
O 3.23588 15.65802 14.52402
H 2.21627 14.77995 16.03598
H 2.76466 13.64553 14.85727
H 3.89223 13.57501 17.10264
H 4.63455 15.10484 16.79140
H 5.87124 13.15132 16.12975
H 4.12726 15.59618 14.13862
C 8.19122 16.54887 14.58209
C 9.55252 16.41395 13.94445
O 10.30349 15.46820 14.69130
O 8.23847 17.20206 15.84584
H 7.67383 15.58949 14.68130
H 7.57290 17.17276 13.93359
H 10.04019 17.39554 14.00041
H 9.43999 16.18140 12.87993
H 11.09125 15.21153 14.20611
H 8.82832 16.67919 16.40035
C 0.70685 14.24537 12.73640
C 1.35779 12.94800 12.32157
O 0.71065 11.85102 12.96209
O -0.64942 14.34007 12.32289
H 1.25550 15.04376 12.23967
H 0.77639 14.30892 13.82432
H 2.41165 13.01443 12.63831
H 1.41930 12.81982 11.23451
H 1.02563 11.05600 12.52207
H -1.04875 13.47211 12.44810
C 6.38086 10.74544 11.30004
C 4.90521 10.46476 11.48358
O 4.67597 9.05424 11.58879
O 6.74552 10.65329 9.89738
H 7.00026 9.98903 11.78824
H 6.65587 11.70325 11.73713
H 4.38979 10.90859 10.62975
H 4.54437 10.88180 12.42761
H 4.08946 8.76630 10.88525
H 6.74541 9.71194 9.70218
C 3.21649 18.68352 11.51368
C 2.92409 19.84012 10.56222
O 3.70776 20.98462 10.83476
O 4.61556 18.44400 11.67826
H 2.72739 17.77180 11.15712
H 2.84283 18.93489 12.50868
H 1.85520 20.04830 10.68501
H 3.13117 19.55822 9.53042
H 3.30903 21.52796 11.51954
H 5.07876 18.47276 10.82113
C 3.35252 10.43527 14.76126
C 2.37504 9.34448 14.45568
O 2.93040 8.07106 14.84021
O 4.49994 10.40211 13.93842
H 3.68076 10.34915 15.80498
H 2.82856 11.39489 14.69242
H 2.18507 9.30683 13.37552
H 1.42457 9.46177 14.98289
H 2.42491 7.39838 14.37749
H 4.53743 11.21364 13.41489
C 6.91823 14.14586 9.07588
C 6.73621 14.98266 7.83499
O 5.52878 15.74496 7.93157
O 5.84025 13.20617 9.13941
H 6.86072 14.81453 9.94245
H 7.86337 13.60095 9.10057
H 6.71753 14.40989 6.90374
H 7.53510 15.71410 7.68873
H 4.82155 15.13193 8.16824
H 6.21818 12.33248 9.32169
C 6.94259 21.29353 14.66793
C 6.25127 20.44800 13.61354
O 5.19591 19.71220 14.24317
O 7.87101 20.51740 15.40556
H 6.16579 21.68498 15.33397
H 7.46727 22.11771 14.18966
H 6.98084 19.72533 13.22845
H 5.81533 20.99924 12.77505
H 4.77617 19.17305 13.56359
H 7.50633 19.63600 15.54822
C 6.59795 19.03420 8.58925
C 6.80428 20.34674 9.31392
O 5.91054 21.37630 8.86492
O 5.56041 18.25037 9.16940
H 7.54930 18.48101 8.66833
H 6.43155 19.14414 7.51484
H 7.77680 20.76522 9.06577
H 6.67015 20.21783 10.39104
H 5.05345 21.25014 9.28974
H 5.57386 17.34651 8.81456
C 4.79972 15.02915 11.66501
C 5.64860 13.78015 11.74268
O 5.17139 12.90870 12.77543
O 5.27860 15.92920 12.65980
H 3.73850 14.80666 11.81958
H 4.85874 15.47907 10.66417
H 6.66469 14.09774 11.99118
H 5.61351 13.22116 10.80949
H 5.33533 13.37710 13.61354
H 4.95380 16.81469 12.43688
*
```

The energy is -62657.0234 eV. The calculation puts the energy above the lowest of the compared OMol25 structures with the same formula, charge and spin at 53.57 kcal/mol. The HOMO-LUMO gap is 9.866 eV. The calculation puts the HOMO energy at -9.626 eV. The SMILES is OCCO.OCCO.OCCO.OCCO.OCCO.OCCO.OCCO.OCCO.OCCO.OCCO.

Question: The lowest HOMO-LUMO gap belongs to which entry?
Answer: C20H60O19

Question: The lowest HOMO-LUMO gap belongs to which entry?
Answer: C20H60O19

Question: Which formula does entry 1 have?
Answer: C20H60O19